No. 1
85
Properties=species:S:1:pos:R:3:mulliken_charge:R:1 method="wB97M-V/def2-TZVPD" homo_ev=-9.4 homo_lumo_gap_ev=9.376 relative_energy_kj_mol=151.6 total_energy_ha=-5159.72008 smiles="C[N+](=O)[O-].O=S1(=O)OCCO1.O=S1(=O)OCCO1.O=S1(=O)OCCO1.O=S1(=O)OCCO1.O=S1(=O)OCCO1.O=S1(=O)OCCO1.CN(C)C=O"
C 30.966 -6.346 -7.740 -0.705
N 29.927 -6.669 -6.762 0.871
O 29.826 -5.903 -5.823 -0.518
O 29.102 -7.553 -6.986 -0.505
H 31.484 -5.401 -7.578 0.301
H 30.553 -6.247 -8.744 0.284
H 31.628 -7.192 -7.552 0.272
O 27.095 -2.978 -11.355 -0.504
S 25.915 -3.479 -11.993 1.060
O 25.931 -4.874 -12.421 -0.514
O 24.662 -3.302 -10.879 -0.321
C 23.681 -2.412 -11.265 -0.221
C 23.847 -2.377 -12.823 -0.349
O 25.215 -2.471 -13.082 -0.288
H 22.747 -2.854 -10.916 0.271
H 23.712 -1.417 -10.823 0.273
H 23.477 -1.465 -13.291 0.304
H 23.348 -3.212 -13.315 0.287
O 31.846 -8.194 -13.892 -0.506
S 32.445 -9.243 -13.062 1.111
O 33.454 -8.989 -12.005 -0.528
O 31.193 -10.225 -12.508 -0.324
C 31.456 -11.634 -12.752 -0.141
C 32.806 -11.734 -13.441 -0.410
O 32.993 -10.394 -14.044 -0.330
H 31.776 -12.223 -11.893 0.247
H 30.718 -12.205 -13.315 0.315
H 32.719 -12.380 -14.315 0.277
H 33.695 -11.992 -12.865 0.290
O 36.474 -5.068 -5.378 -0.557
S 36.686 -3.718 -4.700 1.082
O 37.295 -2.722 -5.510 -0.482
O 35.285 -3.312 -3.961 -0.260
C 35.088 -4.190 -2.841 -0.352
C 36.441 -4.256 -2.192 -0.191
O 37.405 -3.959 -3.162 -0.342
H 34.340 -3.718 -2.204 0.301
H 34.582 -5.120 -3.100 0.255
H 36.540 -5.224 -1.699 0.270
H 36.506 -3.463 -1.447 0.274
O 33.662 3.031 -6.027 -0.501
S 32.863 2.146 -5.211 1.151
O 33.293 1.346 -4.112 -0.498
O 31.438 2.833 -4.694 -0.342
C 30.282 2.011 -4.938 -0.240
C 30.800 0.707 -5.560 -0.244
O 31.884 1.292 -6.216 -0.349
H 29.754 1.858 -3.997 0.261
H 29.680 2.628 -5.606 0.251
H 30.189 0.351 -6.390 0.255
H 31.146 -0.057 -4.864 0.258
O 30.242 -12.816 -4.239 -0.517
S 31.332 -11.934 -3.755 1.082
O 30.830 -10.794 -2.939 -0.527
O 32.668 -12.638 -3.028 -0.302
C 33.876 -12.157 -3.539 -0.287
C 33.503 -11.034 -4.568 -0.306
O 32.277 -11.479 -4.978 -0.291
H 34.470 -11.707 -2.744 0.262
H 34.268 -13.072 -3.985 0.289
H 34.225 -11.001 -5.384 0.317
H 33.561 -10.090 -4.026 0.281
O 37.984 -0.278 -12.789 -0.528
S 37.567 -1.683 -12.718 1.100
O 38.579 -2.708 -12.492 -0.509
O 36.257 -1.768 -11.737 -0.302
C 35.072 -1.299 -12.396 -0.254
C 35.263 -1.818 -13.857 -0.249
O 36.621 -2.206 -13.941 -0.328
H 34.174 -1.754 -11.979 0.278
H 35.051 -0.211 -12.336 0.290
H 35.049 -1.059 -14.609 0.243
H 34.825 -2.787 -14.097 0.258
C 21.919 -4.337 -3.480 -0.889
N 23.275 -4.882 -3.789 0.056
C 23.521 -4.890 -5.263 -1.004
C 23.928 -5.720 -2.974 0.097
O 23.528 -6.068 -1.908 -0.548
H 21.092 -5.017 -3.685 0.310
H 21.670 -3.390 -3.960 0.332
H 21.994 -4.121 -2.414 0.315
H 23.246 -5.773 -5.839 0.316
H 23.177 -3.989 -5.771 0.337
H 24.595 -4.844 -5.441 0.350
H 24.838 -6.144 -3.428 0.327



No. 2
79
Properties=species:S:1:pos:R:3:mulliken_charge:R:1 method="wB97M-V/def2-TZVPD" homo_ev=-3.3 homo_lumo_gap_ev=6.736 total_energy_ha=-8541.84640 charge=-2
Bi 0.473 0.540 -0.038 2.595
C 4.652 0.203 1.434 -0.389
O 4.844 -1.189 1.247 -0.487
C 3.983 -1.953 0.501 0.167
C 4.254 -3.311 0.575 -0.511
C 3.531 -4.239 -0.160 -0.758
C 2.536 -3.796 -0.999 -0.764
C 2.211 -2.436 -1.068 0.701
C 1.190 -2.049 -2.026 -0.926
N 0.566 -0.937 -2.006 0.694
N -0.299 -0.658 -3.030 -1.072
C -0.527 0.630 -3.136 0.125
O 0.011 1.552 -2.437 -0.959
C -1.487 1.026 -4.210 0.309
C -2.336 0.094 -4.802 -0.292
C -3.227 0.493 -5.785 -0.711
C -3.278 1.819 -6.193 -0.332
C -2.438 2.751 -5.601 -0.764
C -1.553 2.357 -4.609 -0.050
C 2.908 -1.478 -0.284 0.757
O 2.592 -0.189 -0.302 -0.816
H 5.470 0.513 2.085 0.332
H 3.706 0.426 1.923 -0.020
H 4.708 0.755 0.493 0.216
H 5.035 -3.629 1.254 0.421
H 3.751 -5.294 -0.063 0.358
H 1.954 -4.500 -1.584 0.380
H 0.994 -2.751 -2.840 0.330
H -2.288 -0.932 -4.466 0.437
H -3.893 -0.237 -6.230 0.358
H -3.974 2.126 -6.964 0.365
H -2.476 3.791 -5.906 0.390
H -0.907 3.077 -4.125 0.278
C 2.841 3.597 0.853 -0.914
Se 2.323 2.573 -0.736 0.163
C 1.270 4.041 -1.545 -0.439
C 0.079 4.508 -0.728 -0.945
Se -1.320 3.132 -0.358 0.180
C -1.477 3.534 1.545 -0.875
H 3.331 4.520 0.548 0.423
H 3.520 2.963 1.417 0.257
H 1.970 3.782 1.471 0.147
H 0.953 3.626 -2.496 -0.072
H 1.954 4.875 -1.719 0.638
H -0.415 5.323 -1.259 0.523
H 0.390 4.869 0.251 0.457
H -1.528 4.609 1.706 0.448
H -0.639 3.089 2.076 0.171
H -2.398 3.062 1.877 0.240
O 2.458 -5.171 4.035 -0.730
C 2.299 -4.039 4.529 0.236
O 2.546 -3.601 5.667 -0.734
C 1.686 -2.992 3.546 0.246
C 0.971 -3.399 2.428 -1.302
C 0.484 -2.449 1.551 -0.364
N 0.709 -1.144 1.722 1.095
C 1.365 -0.732 2.815 0.876
C 1.853 -1.625 3.750 -0.787
C 1.540 0.766 2.979 -0.710
O 1.993 1.210 4.024 -0.775
O 1.201 1.494 1.961 -0.131
H 0.820 -4.454 2.244 0.480
H -0.101 -2.711 0.677 0.433
H 2.372 -1.267 4.628 0.544
F -1.755 -1.362 3.585 -0.166
C -2.785 -0.582 3.285 0.542
F -3.873 -1.061 3.900 -0.227
F -2.542 0.650 3.749 -0.239
S -3.040 -0.533 1.440 0.979
O -2.084 0.451 0.986 -0.439
O -2.866 -1.882 0.993 -0.678
N -4.534 -0.003 1.422 -0.651
S -5.284 -0.352 0.070 1.077
O -6.510 0.380 -0.046 -0.749
O -4.419 -0.416 -1.070 -0.511
C -5.878 -2.130 0.345 0.650
F -5.694 -2.520 1.610 -0.234
F -7.199 -2.206 0.093 -0.260
F -5.270 -2.995 -0.465 -0.233



No. 3
61
Properties=species:S:1:pos:R:3:mulliken_charge:R:1 method="wB97M-V/def2-TZVPD" homo_ev=-5.8 homo_lumo_gap_ev=8.416 total_energy_ha=-2819.39919 charge=-1
Tl -1.520 -0.409 1.016 0.659
Cl 0.972 -0.108 1.161 -0.558
N 0.658 2.679 -0.590 -0.262
N -0.323 -2.729 0.660 0.535
C -0.577 3.050 -0.469 0.792
C -0.783 -3.293 -0.408 0.601
C 1.489 3.596 0.222 2.072
C 0.525 4.757 0.484 -1.003
C 2.723 3.973 -0.574 -1.951
C 1.900 2.949 1.527 -1.545
H 2.433 4.526 -1.472 0.455
H 3.270 3.072 -0.870 0.337
H 3.379 4.604 0.034 0.435
H 1.051 2.852 2.220 0.220
H 2.676 3.559 2.003 0.494
H 2.277 1.939 1.342 0.160
C 0.671 -3.630 1.286 1.247
C 0.480 -4.920 0.485 -0.819
C 0.363 -3.781 2.765 -1.786
C 2.089 -3.128 1.103 -1.469
H 2.371 -3.198 0.045 0.397
H 2.764 -3.751 1.705 0.441
H 2.155 -2.077 1.414 0.148
H -0.667 -4.131 2.887 0.410
H 0.483 -2.820 3.279 0.256
H 1.057 -4.513 3.195 0.434
O -0.336 -4.529 -0.666 -0.398
H -0.080 -5.681 1.047 0.329
H 1.412 -5.350 0.095 0.307
O -0.791 4.217 0.151 -0.450
H 0.714 5.610 -0.182 0.310
H 0.472 5.085 1.526 0.303
C -1.774 2.285 -0.973 -1.924
C -1.790 -2.704 -1.342 -1.960
C -1.326 -1.391 -1.897 0.731
H -2.691 -2.550 -0.730 0.246
H -1.979 -3.438 -2.128 0.520
C -1.561 -0.221 -1.208 0.110
C -1.344 1.044 -1.709 0.727
H -1.576 -0.611 3.778 -0.176
C -0.696 1.140 -2.959 1.004
C -0.319 -0.031 -3.618 -1.158
C -0.419 2.469 -3.571 -1.602
C -0.605 -1.297 -3.108 0.956
H 0.185 0.047 -4.584 0.228
C -0.189 -2.532 -3.844 -1.619
H 0.440 -2.253 -4.695 0.395
H -1.060 -3.077 -4.233 0.318
H 0.380 -3.232 -3.215 0.195
H -1.323 3.087 -3.610 0.287
H -0.049 2.334 -4.591 0.500
H 0.340 3.017 -3.000 0.153
H -2.355 2.974 -1.606 0.556
H -2.374 2.034 -0.088 0.499
Cl -2.721 0.587 5.434 -0.248
C -1.358 0.273 4.390 0.284
Cl -3.318 -1.831 1.835 -0.514
C -1.139 1.486 3.500 0.420
O -0.479 2.414 3.967 -0.681
O -1.707 1.429 2.327 -0.626
H -0.501 0.133 5.055 0.274



Please write out number 3 again, unchanged.
61
Properties=species:S:1:pos:R:3:mulliken_charge:R:1 method="wB97M-V/def2-TZVPD" homo_ev=-5.8 homo_lumo_gap_ev=8.416 total_energy_ha=-2819.39919 charge=-1
Tl -1.520 -0.409 1.016 0.659
Cl 0.972 -0.108 1.161 -0.558
N 0.658 2.679 -0.590 -0.262
N -0.323 -2.729 0.660 0.535
C -0.577 3.050 -0.469 0.792
C -0.783 -3.293 -0.408 0.601
C 1.489 3.596 0.222 2.072
C 0.525 4.757 0.484 -1.003
C 2.723 3.973 -0.574 -1.951
C 1.900 2.949 1.527 -1.545
H 2.433 4.526 -1.472 0.455
H 3.270 3.072 -0.870 0.337
H 3.379 4.604 0.034 0.435
H 1.051 2.852 2.220 0.220
H 2.676 3.559 2.003 0.494
H 2.277 1.939 1.342 0.160
C 0.671 -3.630 1.286 1.247
C 0.480 -4.920 0.485 -0.819
C 0.363 -3.781 2.765 -1.786
C 2.089 -3.128 1.103 -1.469
H 2.371 -3.198 0.045 0.397
H 2.764 -3.751 1.705 0.441
H 2.155 -2.077 1.414 0.148
H -0.667 -4.131 2.887 0.410
H 0.483 -2.820 3.279 0.256
H 1.057 -4.513 3.195 0.434
O -0.336 -4.529 -0.666 -0.398
H -0.080 -5.681 1.047 0.329
H 1.412 -5.350 0.095 0.307
O -0.791 4.217 0.151 -0.450
H 0.714 5.610 -0.182 0.310
H 0.472 5.085 1.526 0.303
C -1.774 2.285 -0.973 -1.924
C -1.790 -2.704 -1.342 -1.960
C -1.326 -1.391 -1.897 0.731
H -2.691 -2.550 -0.730 0.246
H -1.979 -3.438 -2.128 0.520
C -1.561 -0.221 -1.208 0.110
C -1.344 1.044 -1.709 0.727
H -1.576 -0.611 3.778 -0.176
C -0.696 1.140 -2.959 1.004
C -0.319 -0.031 -3.618 -1.158
C -0.419 2.469 -3.571 -1.602
C -0.605 -1.297 -3.108 0.956
H 0.185 0.047 -4.584 0.228
C -0.189 -2.532 -3.844 -1.619
H 0.440 -2.253 -4.695 0.395
H -1.060 -3.077 -4.233 0.318
H 0.380 -3.232 -3.215 0.195
H -1.323 3.087 -3.610 0.287
H -0.049 2.334 -4.591 0.500
H 0.340 3.017 -3.000 0.153
H -2.355 2.974 -1.606 0.556
H -2.374 2.034 -0.088 0.499
Cl -2.721 0.587 5.434 -0.248
C -1.358 0.273 4.390 0.284
Cl -3.318 -1.831 1.835 -0.514
C -1.139 1.486 3.500 0.420
O -0.479 2.414 3.967 -0.681
O -1.707 1.429 2.327 -0.626
H -0.501 0.133 5.055 0.274